(1)
Density functional theory data (ωB97M-V with the def2-TZVPD basis set) for a structure of composition C35H78Br2F12GaO9S8.

Calculated values
frontier orbital gap: 6.06 eV
total charge: -1
LUMO level: 1.2 eV

Cartesian coordinates (Å):
C -0.3762 7.0865 -4.4313
C 0.9497 6.3454 -4.2764
C 0.9221 5.1620 -3.2917
C 2.0954 5.1218 -2.2921
C 2.6531 3.7160 -2.0228
C 3.7992 3.2975 -2.9663
C 3.3540 2.4525 -4.1735
C 3.4880 0.9395 -3.9539
C 2.4869 0.0994 -4.7397
C 2.4383 -1.3661 -4.2675
Ga 1.3207 -1.7262 -2.5985
C 2.2938 -1.2906 -0.8566
C 2.1995 0.1492 -0.3520
C 3.1177 0.4946 0.8404
C 2.2784 0.7872 2.0839
C 3.0978 0.9501 3.3293
F 3.9006 2.0470 3.2094
F 3.9176 -0.1000 3.5738
C 2.3427 1.2320 4.6699
F 3.2311 1.3747 5.6533
F 1.6653 2.3808 4.5454
S 1.0676 -0.0620 5.2628
F 0.0473 0.4460 4.1513
F 0.4831 1.0072 6.2954
F 2.0192 -0.6188 6.3932
F 1.5937 -1.1838 4.2809
F -0.0479 -1.0682 5.7629
C -0.4707 -0.7583 -2.8304
C -1.2194 -0.5573 -1.5209
C -2.5261 0.2233 -1.6398
F -3.2220 -0.1108 -2.7564
Br -2.1581 2.1453 -1.7467
C -3.4769 -0.0085 -0.4463
F -2.9534 0.4944 0.6820
F -3.6481 -1.3248 -0.2446
Br -5.2448 0.7655 -0.6969
C 0.9148 -3.7497 -2.5787
O 0.8509 -4.3609 -1.2696
O -0.2124 -3.6484 -0.5767
H -0.2244 7.9838 -5.0307
H -0.7766 7.3745 -3.4552
H -1.1226 6.4679 -4.9343
H 1.2586 5.9853 -5.2624
H 1.7168 7.0616 -3.9632
H 0.9166 4.2254 -3.8540
H -0.0204 5.1899 -2.7362
H 1.7812 5.5733 -1.3467
H 2.9056 5.7525 -2.6743
H 2.9878 3.6491 -0.9840
H 1.8356 2.9942 -2.1244
H 4.3122 4.1997 -3.3160
H 4.5439 2.7323 -2.3957
H 3.9128 2.7403 -5.0674
H 2.3024 2.6719 -4.3893
H 4.4998 0.6186 -4.2312
H 3.3826 0.7113 -2.8889
H 2.7588 0.1570 -5.7994
H 1.4948 0.5583 -4.6490
H 3.4666 -1.7406 -4.1627
H 1.9832 -1.9815 -5.0582
H 1.9720 -1.9727 -0.0587
H 3.3557 -1.5190 -1.0322
H 1.1700 0.3524 -0.0438
H 2.4013 0.8471 -1.1635
H 3.7745 -0.3551 1.0402
H 3.7539 1.3552 0.6180
H 1.5456 -0.0077 2.2136
H 1.7270 1.7237 1.9597
H -1.0818 -1.3953 -3.4802
H -0.3709 0.1997 -3.3544
H -1.4385 -1.5236 -1.0609
H -0.6082 -0.0002 -0.8140
H -0.0069 -4.0326 -3.1099
H 1.7477 -4.2986 -3.0350
H -0.0318 -3.9507 0.3232
C 4.5400 -1.0349 -8.9050
S 5.2776 0.0349 -7.6718
O 4.3526 1.1823 -7.4847
C 6.6151 0.6659 -8.6981
H 3.6809 -1.4975 -8.4250
H 4.2173 -0.4375 -9.7584
H 5.2436 -1.8123 -9.2046
H 6.1876 1.1544 -9.5735
H 7.2747 -0.1523 -8.9891
H 7.1634 1.3885 -8.0975
C -3.6540 -2.9510 8.9332
S -4.2851 -2.9732 7.2487
O -4.8391 -4.3376 7.0351
C -2.6816 -2.9109 6.4480
H -4.5100 -3.0242 9.6010
H -2.9922 -3.8051 9.0758
H -3.1253 -2.0150 9.1130
H -2.0906 -3.7751 6.7503
H -2.1873 -1.9819 6.7295
H -2.8460 -2.9275 5.3727
C -2.4465 4.1744 8.5581
S -1.2553 4.9733 7.4715
O -1.8708 6.2567 7.0464
C -1.4439 3.8165 6.1120
H -2.5148 4.7758 9.4622
H -3.4147 4.1395 8.0590
H -2.0969 3.1719 8.8053
H -2.4839 3.8134 5.7862
H -1.1328 2.8259 6.4413
H -0.7998 4.1510 5.3015
C 1.7199 10.0948 -9.0685
S 1.4600 8.4498 -8.3882
O 0.6144 8.6198 -7.1801
C 3.1397 8.2130 -7.7972
H 0.7600 10.4428 -9.4443
H 2.0723 10.7559 -8.2771
H 2.4400 10.0424 -9.8852
H 3.3858 9.0120 -7.0982
H 3.8277 8.2024 -8.6427
H 3.1664 7.2521 -7.2870
C 3.0235 -5.9903 -8.3762
S 3.5448 -5.0772 -9.8328
O 4.8460 -4.4394 -9.4954
C 2.2903 -3.7967 -9.7059
H 3.7110 -6.8245 -8.2530
H 3.0722 -5.3348 -7.5070
H 2.0108 -6.3639 -8.5263
H 2.3627 -3.3199 -8.7292
H 1.3048 -4.2411 -9.8436
H 2.4812 -3.0715 -10.4945
C -5.9338 -7.4166 7.2106
S -5.1182 -8.9009 7.8021
O -5.7981 -10.0638 7.1691
C -5.7538 -8.7745 9.4770
H -5.6972 -7.2923 6.1563
H -7.0093 -7.5326 7.3472
H -5.5563 -6.5515 7.7548
H -6.8427 -8.7674 9.4613
H -5.3761 -7.8567 9.9287
H -5.3966 -9.6330 10.0427
C -10.2655 -5.7646 11.6462
S -8.9047 -6.1564 10.5399
O -8.4343 -7.5157 10.9146
C -7.7320 -4.9956 11.2517
H -11.0876 -6.4299 11.3912
H -9.9505 -5.9379 12.6749
H -10.5690 -4.7284 11.4972
H -7.5966 -5.2264 12.3081
H -8.0983 -3.9781 11.1148
H -6.7923 -5.1225 10.7174

(2)
Density functional theory data (ωB97M-V with the def2-TZVPD basis set) for a cluster of 9 separate species, C35H78F3IN3O12S8 in total in a non-equilibrium geometry.

Calculated values
frontier orbital gap: 6.25 eV
total charge: +1
LUMO level: -3.7 eV

Cartesian coordinates (Å):
C 1.3875 0.7301 -4.5328
C 0.4177 0.0379 -4.6341
C -0.7557 -0.8268 -4.5835
N -1.1540 -1.2310 -3.1915
C -2.3698 -0.8165 -2.7457
N -2.7117 0.4750 -2.8467
I -4.5788 1.1855 -2.3821
C -1.8141 1.5223 -3.2444
O -1.9951 1.7849 -4.6339
C -1.4779 2.9865 -4.9985
F -0.3704 3.2399 -4.2870
F -2.3529 3.9830 -4.7743
F -1.1715 2.9424 -6.3003
N -3.2796 -1.6171 -2.0889
C -3.3766 -1.3753 -0.6064
C -2.4435 -0.3720 0.0369
O -1.1006 -0.8265 -0.0009
C -3.0460 -3.0571 -2.3997
C -4.1163 -4.0082 -1.8913
C -5.5611 -3.5844 -2.1335
O -6.1169 -3.0516 -0.9152
C -6.9974 -2.0392 -1.1597
O -8.1592 -2.0999 -0.9173
C -1.6275 -3.3939 -1.9889
C -0.7681 -2.6730 -3.0027
C 0.7485 -2.7574 -2.7800
C 1.2288 -4.1814 -3.1335
C 1.2152 -2.4312 -1.3462
C 1.8215 -1.0155 -1.2252
C 3.3334 -1.0293 -1.4418
H 2.3042 1.2712 -4.4949
H -1.5982 -0.3710 -5.0905
H -0.4833 -1.7046 -5.1625
H -0.7966 1.2544 -2.9760
H -2.0570 2.4103 -2.6716
H -3.2710 -2.3091 -0.0672
H -4.3853 -1.0330 -0.3842
H -2.5330 0.6414 -0.3465
H -2.7649 -0.3099 1.0787
H -0.5381 -0.1410 -0.3816
H -3.0688 -3.1240 -3.4890
H -3.9981 -4.2037 -0.8284
H -3.9508 -4.9490 -2.4102
H -5.6258 -2.8578 -2.9449
H -6.1519 -4.4564 -2.3987
H -6.5373 -1.1237 -1.5560
H -1.3977 -3.1742 -0.9535
H -1.4565 -4.4585 -2.1416
H -0.9683 -3.2306 -3.9171
H 1.2773 -2.0804 -3.4489
H 0.9736 -4.8299 -2.2979
H 0.7757 -4.5676 -4.0456
H 2.3110 -4.1598 -3.1998
H 2.0197 -3.1266 -1.1179
H 0.4546 -2.5894 -0.5921
H 1.3619 -0.3471 -1.9528
H 1.6594 -0.6539 -0.2118
H 3.7934 -1.8718 -0.9299
H 3.7934 -0.1268 -1.0484
H 3.5959 -1.1166 -2.4959
C -1.2574 5.1698 -0.9834
S -0.2528 3.6981 -1.1284
O -1.0860 2.5477 -0.6277
C 0.9439 4.1106 0.1409
H -2.0811 5.0837 -1.6915
H -1.6416 5.2549 0.0321
H -0.6498 6.0387 -1.2341
H 0.4503 4.2703 1.1002
H 1.4848 5.0061 -0.1636
H 1.6295 3.2716 0.2121
C -4.4321 7.6012 3.6171
S -3.1354 6.7446 4.5151
O -1.9736 6.6126 3.5917
C -3.9488 5.1443 4.5565
H -4.0996 8.6225 3.4458
H -4.6051 7.1020 2.6637
H -5.3413 7.6075 4.2174
H -4.1531 4.8144 3.5378
H -4.8736 5.2252 5.1275
H -3.2764 4.4410 5.0442
C 0.0786 0.4323 2.4367
S 1.7682 0.8136 1.9816
O 2.3433 -0.3914 1.3167
C 2.4043 0.8342 3.6560
H -0.4957 0.3238 1.5214
H 0.0612 -0.4984 3.0048
H -0.3191 1.2558 3.0324
H 2.2269 -0.1377 4.1176
H 1.9220 1.6131 4.2481
H 3.4751 1.0199 3.5977
C 1.1854 5.0144 -6.8718
S 2.1939 3.5552 -7.1706
O 3.0097 3.3355 -5.9439
C 3.2520 4.3626 -8.3765
H 0.4706 4.7817 -6.0946
H 1.8287 5.8320 -6.5470
H 0.6588 5.2817 -7.7879
H 3.7105 5.2421 -7.9257
H 2.6575 4.6415 -9.2460
H 4.0230 3.6545 -8.6718
C 0.9803 5.1689 5.4858
S 1.0916 3.5742 6.2916
O 0.1749 2.6552 5.5454
C 0.2463 4.0579 7.7964
H 1.4110 5.0822 4.4905
H -0.0670 5.4582 5.4082
H 1.5397 5.9080 6.0587
H -0.7490 4.4282 7.5498
H 0.8287 4.8277 8.3009
H 0.1713 3.1798 8.4364
C -0.1581 -0.0533 7.1007
S -0.4901 -0.7351 8.7256
O 0.4295 -0.0412 9.6654
C 0.2053 -2.3611 8.4076
H -0.4745 0.9844 7.1029
H 0.9102 -0.1081 6.8889
H -0.7244 -0.6022 6.3474
H 1.2487 -2.2580 8.1098
H -0.3714 -2.8529 7.6242
H 0.1390 -2.9374 9.3277
C 4.0469 -3.1190 1.9425
S 3.5116 -3.6354 3.5724
O 4.2987 -2.8533 4.5621
C 4.2330 -5.2806 3.5086
H 3.7263 -2.0873 1.8071
H 5.1325 -3.1901 1.8693
H 3.5697 -3.7488 1.1904
H 5.3069 -5.1984 3.3427
H 3.7629 -5.8496 2.7065
H 4.0432 -5.7663 4.4634
C 2.9440 -7.4279 -1.8779
S 4.4203 -6.6508 -1.2077
O 4.2443 -5.1822 -1.3789
C 5.5256 -7.2075 -2.5081
H 2.1067 -7.1690 -1.2330
H 2.7616 -7.0554 -2.8862
H 3.0724 -8.5100 -1.8879
H 5.1651 -6.8468 -3.4714
H 5.5739 -8.2960 -2.4984
H 6.5112 -6.7954 -2.3044

(3)
Density functional theory data (ωB97M-V with the def2-TZVPD basis set) for a cluster of 5 separate species, C35H79BFN3O5P in total in a non-equilibrium geometry.

Calculated values
frontier orbital gap: 7.30 eV
total charge: +1
LUMO level: -4.6 eV

Cartesian coordinates (Å):
C 2.4852 6.7747 -1.6524
C 1.6018 5.3800 -1.6330
O 0.5577 5.4881 -2.6707
C -0.6631 4.7533 -2.3079
N -0.8808 3.3755 -2.1778
C 0.2491 2.3462 -2.3740
N 0.5945 1.8826 -0.9431
C -2.3484 3.1247 -1.8241
P -2.9089 1.3833 -1.2858
N -2.4522 0.2940 -2.4358
O -4.6618 1.3510 -1.2809
O -2.1978 0.8102 0.2083
C -2.6207 4.4247 -0.8638
B -4.0826 4.6449 -0.1472
O -4.5339 3.5705 0.7947
C -5.0821 5.9388 -0.3152
C -6.3192 5.5241 -1.3148
C -2.0896 5.5598 -1.9708
C -1.9025 7.1137 -1.4512
C -2.8011 8.1633 -2.3882
O -3.3415 9.2174 -1.7370
F -3.0711 7.9798 -3.8332
H 2.4478 7.2775 -2.7221
H 1.9507 7.5326 -0.9159
H 3.6150 6.6112 -1.3895
H 1.1388 5.2338 -0.5686
H 2.3302 4.5203 -1.9743
H -0.1008 1.3834 -2.9425
H 1.2326 2.8187 -2.7977
H 1.6157 2.0932 -0.7388
H 0.0792 2.5137 -0.2605
H -2.8725 3.3276 -2.8637
H -3.3426 -0.1301 -2.8073
H -4.9822 0.4022 -1.2493
H -2.8524 0.0891 0.5181
H -1.8472 4.3585 0.0165
H -3.6656 3.2368 1.2162
H -5.5756 6.1169 0.7571
H -4.5499 6.9471 -0.5878
H -6.2992 4.3588 -1.4309
H -6.1872 6.1236 -2.3109
H -7.3313 5.7964 -0.7495
H -2.7825 5.5124 -2.9419
H -2.2622 7.1140 -0.3133
H -0.7851 7.4768 -1.5239
C -4.6873 0.9308 7.4734
C -3.7980 1.0696 6.2478
C -4.3669 2.0239 5.1940
C -5.7086 1.6011 4.5851
C -5.7175 0.2243 3.9157
C -4.7716 0.1278 2.7286
H -5.6610 0.5017 7.2205
H -4.2149 0.2689 8.2067
H -4.8491 1.9024 7.9501
H -3.6139 0.0826 5.8123
H -2.8210 1.4507 6.5685
H -3.6256 2.1471 4.3960
H -4.4900 3.0173 5.6445
H -6.0051 2.3565 3.8469
H -6.4836 1.6193 5.3601
H -6.7364 0.0155 3.5656
H -5.4768 -0.5588 4.6426
H -5.0222 0.8745 1.9688
H -4.8469 -0.8628 2.2674
H -3.7300 0.2751 3.0284
C 1.1373 -1.8325 -3.3904
C 2.2173 -1.5748 -2.3516
C 3.2693 -0.5621 -2.8128
C 4.0837 -0.9792 -4.0427
C 4.8429 -2.3016 -3.9059
C 5.8938 -2.2795 -2.8066
H 1.5500 -2.2712 -4.3033
H 0.3947 -2.5327 -2.9939
H 0.6202 -0.9049 -3.6539
H 2.6919 -2.5203 -2.0710
H 1.7405 -1.1890 -1.4426
H 3.9481 -0.3567 -1.9770
H 2.7712 0.3904 -3.0353
H 4.8005 -0.1801 -4.2682
H 3.4222 -1.0430 -4.9145
H 5.3425 -2.5148 -4.8595
H 4.1468 -3.1292 -3.7330
H 6.6264 -1.4860 -2.9835
H 6.4292 -3.2346 -2.7792
H 5.4451 -2.1232 -1.8213
C -2.2520 -7.9388 -0.5153
C -1.8424 -6.5295 -0.9131
C -1.1106 -6.4700 -2.2568
C 0.2192 -7.2307 -2.3116
C 1.2613 -6.8003 -1.2760
C 1.7024 -5.3533 -1.4337
H -1.3834 -8.5889 -0.3769
H -2.8022 -7.9166 0.4311
H -2.9023 -8.3848 -1.2738
H -1.2290 -6.0869 -0.1221
H -2.7457 -5.9117 -0.9832
H -0.9418 -5.4189 -2.5178
H -1.7698 -6.8705 -3.0378
H 0.6447 -7.1084 -3.3152
H 0.0312 -8.3043 -2.1948
H 2.1427 -7.4455 -1.3822
H 0.8842 -6.9615 -0.2604
H 2.1236 -5.1804 -2.4289
H 2.4728 -5.1124 -0.6934
H 0.8709 -4.6585 -1.2842
C 7.4971 -2.4796 4.5994
C 6.0213 -2.6761 4.2905
C 5.7698 -3.6668 3.1502
C 6.3426 -3.2562 1.7889
C 5.8539 -1.9075 1.2542
C 4.3539 -1.8679 1.0062
H 8.0353 -2.0519 3.7487
H 7.6154 -1.7931 5.4442
H 7.9695 -3.4296 4.8672
H 5.5594 -1.7092 4.0677
H 5.5245 -3.0531 5.1924
H 4.6896 -3.8290 3.0587
H 6.1967 -4.6399 3.4251
H 6.0937 -4.0379 1.0606
H 7.4372 -3.2359 1.8441
H 6.3680 -1.7034 0.3063
H 6.1357 -1.0980 1.9360
H 4.0562 -2.6423 0.2925
H 4.0670 -0.8960 0.5904
H 3.7872 -2.0128 1.9306

What is the total charge in the first record? -1

Among the records above, which one has the lowest frontier orbital gap? C35H78Br2F12GaO9S8

Which formula does entry 3 have? C35H79BFN3O5P